Entry from OMol25: a molecular structure, C50H58ClN2O4RuS2 in a non-equilibrium geometry (ωB97M-V with the def2-TZVPD basis set).

CARTESIAN COORDINATES (ANGSTROEM)
Ru  -14.032  -2.207  -13.340
C  -13.508  -5.905  -15.365
O  -14.305  -4.828  -15.002
C  -15.501  -4.678  -15.698
C  -15.479  -3.996  -16.903
C  -14.160  -3.456  -17.340
C  -14.281  -1.979  -17.747
C  -14.316  -1.529  -19.035
C  -14.627  -0.198  -19.320
C  -14.853  0.624  -18.282
C  -14.703  0.257  -16.919
C  -14.900  1.262  -15.734
C  -16.206  1.002  -15.035
C  -17.302  1.099  -15.862
C  -18.576  0.662  -15.456
C  -18.645  -0.023  -14.213
C  -17.548  -0.159  -13.351
C  -17.709  -0.988  -12.029
C  -18.155  -2.419  -12.285
C  -19.387  -2.828  -11.894
C  -19.838  -4.101  -12.086
C  -18.951  -5.023  -12.650
C  -17.644  -4.655  -13.034
C  -16.820  -5.692  -13.765
C  -16.686  -5.241  -15.190
C  -17.841  -5.034  -15.891
C  -17.884  -4.406  -17.107
C  -16.674  -3.777  -17.543
C  -19.131  -4.341  -18.038
C  -19.396  -2.947  -18.587
C  -18.900  -5.389  -19.172
C  -20.443  -4.711  -17.236
C  -17.200  -3.327  -12.912
O  -16.013  -2.921  -13.236
C  -21.179  -4.603  -11.574
C  -21.409  -4.166  -10.115
C  -22.201  -3.865  -12.515
C  -21.483  -6.063  -11.673
C  -16.337  0.385  -13.770
O  -15.296  0.229  -12.910
C  -14.815  1.557  -12.569
C  -19.691  0.838  -16.486
C  -19.186  0.621  -17.925
C  -20.901  -0.002  -16.189
C  -20.184  2.272  -16.415
C  -14.535  -1.096  -16.590
O  -14.648  -1.563  -15.428
C  -14.645  0.235  -20.776
C  -15.669  1.378  -21.013
C  -15.112  -0.911  -21.740
C  -13.313  0.753  -21.202
H  -13.703  -6.807  -14.792
H  -12.491  -5.582  -15.268
H  -13.777  -6.149  -16.375
H  -13.763  -4.086  -18.123
H  -13.576  -3.509  -16.445
H  -14.159  -2.230  -19.864
H  -15.215  1.695  -18.462
H  -15.084  2.269  -16.173
H  -13.997  1.267  -15.089
H  -17.136  1.427  -16.819
H  -19.570  -0.591  -14.011
H  -18.397  -0.419  -11.415
H  -16.729  -1.058  -11.575
H  -19.964  -2.077  -11.326
H  -19.348  -5.965  -12.877
H  -17.272  -6.664  -13.853
H  -15.835  -5.868  -13.362
H  -18.708  -5.338  -15.465
H  -16.682  -3.221  -18.439
H  -18.613  -2.441  -19.140
H  -19.582  -2.276  -17.746
H  -20.319  -3.031  -19.200
H  -17.917  -5.197  -19.629
H  -19.661  -5.398  -19.946
H  -18.806  -6.383  -18.709
H  -20.566  -4.146  -16.321
H  -20.342  -5.773  -16.928
H  -21.341  -4.466  -17.956
H  -21.685  -3.095  -10.115
H  -20.435  -4.298  -9.657
H  -22.250  -4.612  -9.704
H  -21.848  -2.882  -12.763
H  -23.190  -3.756  -12.131
H  -22.266  -4.266  -13.599
H  -20.819  -6.694  -11.081
H  -21.263  -6.410  -12.682
H  -22.525  -6.357  -11.406
H  -14.777  2.224  -13.516
H  -13.840  1.352  -12.176
H  -15.506  2.050  -11.848
H  -18.671  -0.332  -18.090
H  -18.478  1.387  -18.200
H  -19.979  0.675  -18.563
H  -20.607  -0.950  -15.836
H  -21.571  -0.141  -17.026
H  -21.525  0.410  -15.315
H  -19.404  2.941  -16.731
H  -20.431  2.383  -15.370
H  -20.980  2.425  -17.087
H  -16.630  0.959  -20.690
H  -15.807  1.622  -22.062
H  -15.431  2.341  -20.520
H  -15.969  -1.318  -21.350
H  -14.301  -1.609  -21.826
H  -15.290  -0.404  -22.790
H  -13.030  1.625  -20.643
H  -13.129  0.810  -22.229
H  -12.550  -0.044  -20.881
S  -13.524  -4.399  -12.026
C  -11.784  -4.475  -12.237
C  -11.087  -5.395  -11.344
N  -10.623  -6.239  -10.721
C  -11.157  -3.893  -13.272
S  -11.855  -2.754  -14.342
C  -9.758  -4.232  -13.549
N  -8.626  -4.455  -13.776
Cl  -12.972  -0.830  -11.523

Properties
* HOMO level (spin up / spin down): -2.1859 / -2.3484 eV
* charge: -2
* frontier orbital gap (spin up / spin down): 5.95 / 6.11 eV
* expectation value of S²: 8.765
* multiplicity: 6
* energy relative to the best compared isomer or geometry (same formula, charge and spin): 29.11 kcal per mole